one:
9
Properties=species:S:1:pos:R:3 method="wB97M-V/def2-TZVPD" orbital_gap_ev=11.11 smiles="C=C.O"
H -2.17630 1.69854 1.04990
H 0.18346 0.07382 -0.15164
H 2.37627 -2.40531 -1.45431
C -1.12030 1.50548 0.82896
H -1.60940 -0.40447 0.12421
C -0.80560 0.33080 0.24452
H 1.30354 -1.40211 -0.93712
H -0.39255 2.27671 1.10611
O 2.24089 -1.67345 -0.81063

two:
9
Properties=species:S:1:pos:R:3 method="wB97M-V/def2-TZVPD" orbital_gap_ev=11.07 smiles="C=C.O"
C -2.36014 0.25575 1.35892
O 3.84328 -1.47110 -2.45827
H 3.23910 -1.11212 -1.76954
H -2.85439 -0.27831 0.53934
C -1.22967 0.91955 1.15468
H 3.68117 -0.90765 -3.24853
H -0.69453 1.48730 1.92442
H -0.77300 0.85343 0.16055
H -2.85184 0.25316 2.33842

So which one is most stable? That would be two, about 0.0028 hartree below the next structure.